{"formula": "C5H28N2O7S", "method": "wB97M-V/def2-TZVPD", "gap_ev": 9.374, "charge": 0, "e_above_lowest_kj_mol": 0.0, "smiles": "CCNC[C@@H](N)CS.O.O.O.O.O.O.O", "homo_energy_ev": -9.063, "elements": ["S", "O", "O", "O", "O", "O", "O", "O", "N", "N", "C", "C", "C", "C", "C", "H", "H", "H", "H", "H", "H", "H", "H", "H", "H", "H", "H", "H", "H", "H", "H", "H", "H", "H", "H", "H", "H", "H", "H", "H", "H", "H", "H"], "coordinates": [[-0.660, 1.554, 2.490], [-0.230, 1.712, -3.579], [0.012, -1.463, 3.662], [-1.309, -0.760, -4.029], [-2.907, 1.113, -0.202], [4.246, -0.159, 0.984], [-1.701, -1.631, 0.945], [-2.969, -0.845, -1.966], [1.646, -0.697, -0.774], [-0.198, 1.815, -0.657], [1.775, -3.068, 0.054], [1.272, -2.092, -1.010], [0.895, -0.073, 0.299], [0.768, 2.145, 1.561], [0.969, 1.475, 0.205], [-0.028, 1.477, -1.608], [-1.982, -0.818, 1.393], [0.711, 1.521, -3.597], [0.466, -1.306, 2.828], [-2.161, -0.523, -4.421], [0.699, -1.552, 4.329], [-3.301, -1.526, -1.379], [1.484, -0.149, -1.601], [-0.677, 0.849, -3.725], [1.195, -3.987, 0.003], [1.713, 2.169, 2.101], [2.843, -3.170, -0.083], [-2.003, 1.224, 0.163], [-1.771, -2.224, 1.692], [-0.160, -0.359, 0.399], [-0.067, 1.203, 3.633], [0.565, 3.193, 1.315], [1.925, 1.816, -0.195], [-0.328, 2.816, -0.778], [1.362, -2.688, 0.997], [1.733, -2.416, -1.947], [1.344, -0.354, 1.266], [0.187, -2.110, -1.149], [-3.225, 2.016, -0.290], [-2.773, -0.078, -1.408], [-1.651, -0.942, -3.121], [3.709, -0.953, 1.029], [3.893, 0.250, 0.185]]}